[1]
Entry from OMol25: 2 unconnected molecules or ions with the total composition C4H8O2 (ωB97M-V/def2-TZVPD).

* energy relative to the best compared isomer or geometry (same formula, charge and spin): 256.00 kJ/mol
* M: 88.1 g mol⁻¹
* SMILES string: C=CC(=C)O.O

Each line ends with the natural charge from an NBO analysis.
Cartesian coordinates (Å):
C1 -2.442 1.208 0.592  -0.364
C2 -1.439 0.483 1.209  -0.247
C3 -0.265 -0.091 0.468  0.319
C4 0.341 -1.268 0.794  -0.562
O1 0.037 0.505 -0.737  -0.706
H1 -2.481 1.418 -0.484  0.217
H2 -3.287 1.560 1.165  0.199
H3 -1.394 -0.027 2.202  0.222
H4 0.825 -1.701 -0.063  0.186
H5 0.132 -2.107 1.485  0.222
H6 0.745 0.135 -1.261  0.508
O2 2.756 0.140 -1.874  -0.955
H7 3.390 -0.119 -2.505  0.479
H8 3.082 -0.135 -0.991  0.483

[2]
Entry from OMol25: 2 unconnected molecules or ions with the total composition C12H17NS (ωB97M-V/def2-TZVPD).

* energy relative to the best compared isomer or geometry (same formula, charge and spin): 225.54 kJ/mol
* M: 207.3 g mol⁻¹
* SMILES string: Cc1c[nH]c2ccccc12.CCSC

Each line ends with the natural charge from an NBO analysis.
Cartesian coordinates (Å):
C1 -2.001 -2.926 -0.134  -0.637
C2 -1.108 -1.964 0.589  -0.080
C3 0.206 -2.197 0.992  -0.059
N1 0.710 -0.930 1.342  -0.508
C4 -0.260 -0.019 1.395  0.129
C5 -0.273 1.294 1.997  -0.237
C6 -1.477 1.890 2.313  -0.213
C7 -2.670 1.295 1.824  -0.261
C8 -2.651 0.092 1.181  -0.202
C9 -1.473 -0.655 0.992  -0.068
H1 -2.459 -2.360 -0.933  0.215
H2 -2.737 -3.169 0.621  0.221
H3 -1.546 -3.751 -0.667  0.221
H4 0.722 -3.121 0.842  0.215
H5 1.604 -0.948 1.798  0.411
H6 0.646 1.848 2.138  0.211
H7 -1.349 2.815 2.849  0.217
H8 -3.513 1.935 1.563  0.216
H9 -3.548 -0.265 0.662  0.206
C10 0.706 2.217 -0.952  -0.644
C11 1.749 1.680 -1.920  -0.532
S1 2.952 0.531 -1.228  0.172
C12 3.175 -0.792 -2.439  -0.755
H10 0.131 3.037 -1.398  0.216
H11 0.998 2.631 0.027  0.216
H12 0.008 1.543 -0.449  0.233
H13 1.328 1.184 -2.791  0.224
H14 2.412 2.541 -2.096  0.219
H15 3.993 -0.749 -3.164  0.210
H16 3.415 -1.721 -1.886  0.227
H17 2.310 -0.962 -3.068  0.218

[3]
Entry from OMol25: C18H21NO5S2 in the gas phase (ωB97M-V/def2-TZVPD).

* energy relative to the best compared isomer or geometry (same formula, charge and spin): 71.65 kJ/mol
* M: 395.5 g mol⁻¹
* SMILES string: COc1ccc(OCC(=O)N(Cc2cccs2)[C@@H]2CCS(=O)(=O)C2)cc1

Each line ends with the natural charge from an NBO analysis.
Cartesian coordinates (Å):
C1 -6.189 -0.877 0.889  -0.253
O1 -5.633 0.355 1.283  -0.493
C2 -4.524 0.804 0.630  0.288
C3 -3.878 0.138 -0.401  -0.290
C4 -2.748 0.684 -0.995  -0.306
C5 -2.249 1.901 -0.561  0.335
O2 -1.132 2.527 -1.068  -0.519
C6 -0.341 1.830 -2.001  -0.165
C7 0.216 0.492 -1.501  0.667
O3 0.134 -0.494 -2.213  -0.647
N1 0.748 0.450 -0.261  -0.435
C8 1.133 1.622 0.515  -0.260
C9 2.613 1.833 0.448  -0.210
C10 3.326 2.464 -0.526  -0.252
C11 4.720 2.432 -0.302  -0.252
C12 5.049 1.773 0.837  -0.408
S1 3.665 1.178 1.661  0.437
C13 1.158 -0.840 0.299  -0.032
C14 2.295 -1.519 -0.519  -0.434
C15 1.788 -2.772 -1.197  -0.660
S2 0.688 -3.421 0.087  2.171
O4 -0.305 -4.327 -0.417  -0.935
O5 1.465 -3.857 1.215  -0.954
C16 -0.027 -1.786 0.447  -0.676
C17 -2.900 2.575 0.472  -0.249
C18 -4.022 2.036 1.057  -0.238
H1 -5.483 -1.701 1.029  0.177
H2 -7.052 -1.029 1.535  0.201
H3 -6.518 -0.853 -0.155  0.176
H4 -4.235 -0.812 -0.762  0.225
H5 -2.281 0.138 -1.798  0.234
H6 -0.902 1.616 -2.920  0.212
H7 0.481 2.506 -2.253  0.212
H8 0.818 1.468 1.551  0.216
H9 0.616 2.500 0.132  0.254
H10 2.873 2.947 -1.373  0.219
H11 5.441 2.883 -0.959  0.228
H12 6.021 1.599 1.252  0.240
H13 1.554 -0.619 1.293  0.224
H14 2.691 -0.809 -1.246  0.237
H15 3.095 -1.791 0.171  0.233
H16 1.169 -2.555 -2.061  0.268
H17 2.571 -3.483 -1.433  0.250
H18 -0.468 -1.772 1.438  0.253
H19 -0.785 -1.622 -0.310  0.261
H20 -2.508 3.525 0.797  0.222
H21 -4.532 2.551 1.855  0.227

[4]
Entry from OMol25: 3 unconnected molecules or ions with the total composition C4H11O4 (ωB97M-V/def2-TZVPD).

* net charge: -1
* energy relative to the best compared isomer or geometry (same formula, charge and spin): 343.68 kJ/mol
* M: 123.1 g mol⁻¹

Each line ends with the natural charge from an NBO analysis.
Cartesian coordinates (Å):
C1 0.950 -1.261 -1.071  -0.044
O1 0.009 -2.254 -1.195  -1.002
C2 1.061 -0.582 0.321  -0.431
C3 0.414 0.922 0.466  -0.526
C4 -0.109 1.031 1.882  0.473
O2 -0.491 2.081 2.393  -0.588
H1 1.879 -1.627 -1.555  0.108
H2 0.750 -0.527 -1.875  0.097
H3 0.509 -1.150 1.167  0.188
H4 2.034 -0.805 0.759  0.196
H5 -0.365 1.135 -0.199  0.252
H6 1.301 1.663 0.314  0.218
H7 -0.339 0.068 2.367  0.123
H8 -1.964 -3.193 -2.509  0.447
H9 -0.934 -3.482 -1.630  0.520
O3 -1.703 -3.954 -1.993  -1.005
H10 -0.521 4.628 0.522  0.460
H11 -1.109 3.257 1.191  0.496
O4 -1.372 4.049 0.647  -0.983

| no. | LUMO (eV) | F_max (eV Å⁻¹) | frontier orbital gap (eV) |
| --- | --- | --- | --- |
| 1 | 0.588 | 2.62 | 8.959 |
| 2 | 0.774 | 3.82 | 8.586 |
| 3 | 0.486 | 0.78 | 8.778 |
| 4 | 3.287 | 5.50 | 6.350 |